[1]
DFT (wB97M-V/def2-TZVPD) results for one molecule with the formula C4H7N3O in a non-equilibrium geometry.

Structure (XYZ):
```
15
Properties=species:S:1:pos:R:3:forces:R:3:lowdin_charge:R:1
C 0.031256 -0.723318 -0.320547 5.1065 -1.0654 0.0391 -0.35
C 1.694107 -0.701551 -0.633238 -3.6464 2.7276 0.4294 0.11
C 0.792152 0.608339 -0.403508 0.8589 -4.2859 -3.8275 -0.31
C -1.299705 -0.230193 -0.552971 0.7275 -0.3127 -0.0474 -0.58
H -0.108073 -0.281202 1.774070 0.3263 -1.9793 -2.3290 0.14
H -0.697323 -1.821853 1.508177 0.8582 0.8269 -2.1882 0.13
H 2.163174 -0.934696 0.297256 0.4896 -1.0854 -0.0863 0.08
H 2.091955 -0.769838 -1.639609 0.2735 -0.0886 0.3748 0.08
H 0.477304 0.899342 -1.468658 0.9247 -0.2070 1.0294 0.15
H 0.254383 2.258790 -0.273983 -0.5870 0.2220 2.6935 0.14
H -1.821606 0.989321 0.891491 0.8816 0.6187 -3.1770 0.20
N -0.080652 -1.106651 1.031200 -0.1938 0.7364 5.9675 0.03
N 0.101740 1.501689 0.472546 -0.3131 1.1744 -3.0116 0.02
N -1.236736 1.016713 -0.055298 -2.3179 5.2230 5.7231 0.03
O -2.361972 -0.704890 -0.626924 -3.3885 -2.5047 -1.5897 0.13
```
Forces are in eV/Å.

Output
E_HOMO   -9.13 eV
SMILES   N[C@]12C[C@@H]1NNC2=O
Gap between HOMO and LUMO   9.897 eV
ΔE to the lowest compared entry with this formula, charge and spin   739.5 kJ/mol
Net charge   0



[2]
DFT (wB97M-V/def2-TZVPD) results for C4H7N3O as an isolated structure in a non-equilibrium geometry.

Structure (XYZ):
```
15
Properties=species:S:1:pos:R:3:forces:R:3:lowdin_charge:R:1
N 0.176523 1.681636 -0.629769 0.8198 -1.1547 0.7513 0.13
C 0.952448 1.283428 0.285412 -0.4088 4.1130 -0.9744 -0.27
C -0.361393 -0.725516 0.027462 -0.4488 -0.8889 -2.1876 -0.41
N -1.197573 -0.551429 1.120352 0.0177 0.4410 -0.2508 0.08
C -0.756371 0.177125 -1.334651 -0.9578 -2.8807 1.4639 -0.37
C 0.404635 -1.814363 -0.187215 -0.6778 0.3688 -0.1116 0.04
N 1.562700 1.564719 1.303775 -0.2271 -1.4806 0.0501 0.21
O -0.437089 -0.207814 -2.448022 0.4915 0.8556 0.8251 -0.02
H 0.380011 2.406999 -1.300862 0.5557 -0.0226 0.1119 0.13
H -1.018652 -1.136689 1.923120 0.0327 0.1576 -0.0321 0.09
H -1.393797 0.414606 1.341000 -0.1009 -0.1352 0.2201 0.08
H 2.261355 0.987964 1.738553 0.2867 -0.1875 -0.0697 0.08
H -1.757435 0.591234 -1.120178 0.2015 0.3649 -0.1435 0.12
H 0.805147 -1.986777 -1.174656 0.0809 0.2409 -0.0965 0.05
H 0.379491 -2.685122 0.455679 0.3348 0.2085 0.4437 0.05
```
Forces are in eV/Å.

Output
E_HOMO (alpha / beta)   -8.42 / -8.42 eV
Gap between HOMO and LUMO (alpha / beta)   7.990 / 7.989 eV
ΔE to the lowest compared entry with this formula, charge and spin   403.1 kJ/mol
Net charge   0



[3]
DFT (wB97M-V/def2-TZVPD) results for one molecule with the formula C4H7N3O2 in a non-equilibrium geometry.

Structure (XYZ):
```
16
Properties=species:S:1:pos:R:3:forces:R:3:lowdin_charge:R:1
C -1.782613 1.301868 0.098960 0.0259 -0.8650 -1.5116 -0.21
C 0.089962 -0.269594 -0.414461 1.9354 -1.9624 -0.2308 -0.35
C -0.362664 -0.802337 -1.560777 -0.5944 1.2563 -0.3122 0.04
C 2.277641 -1.469502 -0.198235 1.4912 -0.5810 0.0628 -0.30
H -0.361376 0.175928 2.207612 0.2536 0.6178 -0.1595 0.15
H -2.230272 1.086458 -0.901803 0.7025 0.0497 0.8845 0.13
H -1.782464 2.169620 1.698428 -0.3238 0.3365 0.2804 0.04
H 0.297894 -1.127801 -2.349595 0.0559 -0.4396 0.3139 0.05
H -1.351183 -0.455761 -1.879031 0.4289 -0.4498 0.0030 0.04
H 1.582621 0.061796 0.928482 0.4743 0.2351 0.3051 0.13
H 1.861100 -2.177802 -0.946974 0.4430 0.1376 0.2145 0.14
N -0.576323 0.590888 0.386518 -2.6321 1.9756 0.3684 -0.12
N -2.366206 2.108588 0.862018 0.4812 -0.0463 0.4262 0.11
N 1.317424 -0.599756 0.228978 -0.0226 0.3200 -0.7627 0.11
O -0.056905 0.906271 1.621643 -0.2171 -0.7422 0.8232 0.01
O 3.443364 -1.498863 0.218236 -2.5017 0.1577 -0.7052 0.02
```
Forces are in eV/Å.

Output
E_HOMO   -8.83 eV
SMILES   [H]/N=C\N(O)C(=C)NC=O
Gap between HOMO and LUMO   9.116 eV
ΔE to the lowest compared entry with this formula, charge and spin   342.9 kJ/mol
Net charge   0



[4]
DFT (wB97M-V/def2-TZVPD) results for C4H7N3O2 as an isolated structure in a non-equilibrium geometry.

Structure (XYZ):
```
16
Properties=species:S:1:pos:R:3:forces:R:3:lowdin_charge:R:1
C -0.482482 2.900350 -0.517474 1.2090 1.1921 -3.4114 -0.05
C -0.381329 0.651355 -1.557092 0.7851 -3.0599 0.3105 -0.01
C -0.111775 -0.681727 -1.030893 1.6327 -0.3015 -1.5337 -0.34
C 0.352852 -0.429315 0.385522 -0.4208 0.2746 0.5460 -0.19
H -1.230502 2.989929 -1.396059 1.8893 0.0647 0.5569 0.10
H 0.512256 3.649107 -0.665975 -2.9521 -2.1909 0.5361 0.15
H -1.208453 3.269201 0.175178 0.4238 -0.3120 1.6814 0.05
H -0.461655 0.833320 -2.698728 -0.2167 0.3350 2.5404 0.17
H -0.846986 -2.951914 -0.250800 0.8786 0.7350 -1.6360 0.23
H 0.771058 -2.320099 0.901744 -0.2361 0.8240 1.5537 0.10
H 0.255433 -0.369825 3.055996 -1.3357 -5.1885 -2.0403 0.29
N -0.140446 1.458543 -0.507269 -0.2705 2.3886 0.7898 -0.25
N 0.738714 -1.415916 1.470990 2.1721 0.4030 -8.4393 -0.14
N 0.299888 0.899404 0.676325 -0.9197 -2.2265 -2.0552 0.11
O -0.037425 -1.803838 -1.811293 -1.2333 1.6242 4.6327 -0.09
O -0.005305 -1.488400 2.526035 -1.4057 5.4380 5.9684 -0.14
```
Forces are in eV/Å.

Output
E_HOMO   -7.99 eV
Gap between HOMO and LUMO   5.577 eV
ΔE to the lowest compared entry with this formula, charge and spin   1124.5 kJ/mol
Net charge   0



[5]
DFT (wB97M-V/def2-TZVPD) results for a 2-piece molecular cluster, C4H7N3O2S overall in a non-equilibrium geometry.

Structure (XYZ):
```
17
Properties=species:S:1:pos:R:3:forces:R:3:lowdin_charge:R:1
C 0.946239 -1.514535 -0.490487 1.5305 -0.6285 1.9928 -0.14
C 2.049145 -1.184753 0.266316 2.0360 -0.2458 -0.1660 -0.10
C 0.514142 0.270552 0.540713 -2.2927 1.8557 1.2151 -0.24
C -2.955577 -0.041303 -1.090185 0.0129 7.6473 0.2841 -0.53
N -0.029984 -0.638850 -0.203244 -0.7204 0.9312 -0.8322 0.05
N 1.738367 -0.019135 0.911847 1.7550 -0.0916 0.0289 0.05
N -2.413913 -1.211711 -0.883777 1.4698 -4.6699 4.3902 -0.34
O -3.526021 0.893355 1.375763 0.1985 -0.2114 -0.6942 -0.58
O -2.333552 -2.049027 -1.786737 0.3463 -1.4212 -0.6908 -0.03
S -4.151953 0.196030 0.197484 -1.4608 0.2382 1.0743 0.91
H 0.774029 -2.470779 -0.897438 -0.2358 -0.6167 -0.9839 0.09
H 3.089396 -1.529203 0.400849 -0.9923 -0.2751 -0.4073 0.12
H -2.196091 0.877203 -0.881260 -1.2467 -1.8199 -0.7112 0.14
H -3.445226 0.119546 -2.046372 0.1716 -0.3344 -0.1642 0.10
H 2.367548 0.588501 1.433040 -0.3520 -0.4808 -0.2634 0.16
H -2.255334 -1.453168 0.240475 -0.1448 0.2984 -3.7292 0.21
H 0.007896 1.126944 0.981964 -0.0751 -0.1754 -0.3430 0.13
```
Forces are in eV/Å.

Output
E_HOMO (alpha / beta)   -8.93 / -7.74 eV
Gap between HOMO and LUMO (alpha / beta)   9.535 / 6.824 eV
ΔE to the lowest compared entry with this formula, charge and spin   460.9 kJ/mol
Net charge   0



[6]
DFT (wB97M-V/def2-TZVPD) results for one molecule with the formula C4H7N3O3S in a non-equilibrium geometry.

Structure (XYZ):
```
18
Properties=species:S:1:pos:R:3:forces:R:3:lowdin_charge:R:1
C 0.727729 0.867611 1.555736 -2.9329 -0.0264 -2.4113 -0.43
C 0.322258 -0.711707 -0.348694 1.7617 0.7616 1.8145 -0.52
C 2.528857 -0.346239 0.655350 0.5732 -0.7694 -0.4138 -0.01
C -1.525350 -0.725644 -1.840404 -0.3728 0.0242 -0.2700 -0.06
N -1.584362 0.787095 1.401439 -1.6517 -0.7743 0.6493 -0.08
N 1.116801 0.054157 0.646561 2.1823 -1.4427 -0.6951 -0.02
N -0.760662 -0.099499 -0.781554 -1.6395 1.3562 -0.3143 -0.19
O 1.014185 1.595805 2.421971 1.8745 1.3709 2.4609 0.13
O 0.799701 -1.755843 -0.708225 -0.2754 -0.1620 -0.3892 0.10
O -2.831465 1.426494 -0.675613 -0.5965 0.2937 -0.3587 -0.43
S -1.510311 1.435376 -0.088601 1.4020 -1.3660 -0.3744 0.93
H 2.607687 -1.387228 0.970350 0.1480 0.1169 -0.0042 0.09
H 2.918938 -0.264822 -0.358207 0.1470 -0.0227 0.0818 0.10
H 3.091730 0.295612 1.324773 -0.1286 0.1226 0.0740 0.09
H -2.576103 -0.719945 -1.563747 -0.0561 -0.1205 -0.1367 0.08
H -1.396354 -0.159617 -2.763979 -0.0713 -0.1286 -0.0651 0.10
H -1.174271 -1.745939 -1.980945 -0.0017 0.1120 0.0694 0.09
H -1.769009 1.454333 2.133789 -0.3623 0.6545 0.2830 0.04
```
Forces are in eV/Å.

Output
E_HOMO (alpha / beta)   -6.43 / -10.16 eV
Gap between HOMO and LUMO (alpha / beta)   6.935 / 7.114 eV
Multiplicity   3
ΔE to the lowest compared entry with this formula, charge and spin   0.0 kJ/mol
Net charge   0